# 1
Density functional theory data (wB97M-V/def2-TZVPD) for C4H4O2 as an isolated structure.

Output
* charge: 0
* lowest unoccupied orbital energy: 0.3 eV
* orbital gap: 8.89 eV

Last column: Löwdin charge in e.
Positions of all 10 atoms, in Å:
O (1.1860, 1.6029, -1.4330)  0.1626
C (0.2207, 1.2805, -0.8335)  -0.2280
O (0.3086, 0.3670, 0.2384)  -0.1282
C (1.2355, -1.3078, 0.2349)  0.1482
C (-0.8482, -0.1470, 0.6455)  -0.2670
C (-1.9695, -0.4464, 0.9415)  0.1513
H (-0.8227, 1.5951, -0.9725)  0.1620
H (1.5132, -1.1928, -0.8300)  -0.0204
H (2.0850, -0.8853, 0.7981)  -0.0203
H (-2.9085, -0.8661, 1.2108)  0.0398

# 2
Density functional theory data (wB97M-V/def2-TZVPD) for a 2-piece molecular cluster, C4H4O2 overall.

Output
* charge: 0
* lowest unoccupied orbital energy: 0.6 eV
* SMILES: C=C=C.O=C=O
* orbital gap: 10.54 eV

Last column: Löwdin charge in e.
Positions of all 10 atoms, in Å:
O (2.0015, 0.9438, 1.8319)  0.1891
C (2.0538, 0.5276, 0.7425)  -0.4090
O (2.1148, 0.1149, -0.3431)  0.1986
C (-0.5054, -0.6972, -1.4165)  -0.0188
C (-0.9272, -0.3012, -0.2474)  -0.1916
C (-1.1971, 0.1312, 0.9551)  0.0026
H (-0.3791, 0.4801, 1.5792)  0.0382
H (-0.3978, 0.0049, -2.2382)  0.0664
H (-0.1656, -1.7165, -1.5781)  0.0665
H (-2.1918, 0.1667, 1.3864)  0.0581

# 3
Density functional theory data (wB97M-V/def2-TZVPD) for one molecule with the formula C4H4O2.

Output
* charge: 0
* lowest unoccupied orbital energy: -0.1 eV
* SMILES: C#CC(=O)CO
* orbital gap: 10.56 eV

Last column: Löwdin charge in e.
Positions of all 10 atoms, in Å:
O (-2.2711, -0.3464, -0.1241)  -0.0430
C (-1.0944, 0.3888, -0.2674)  -0.2067
C (0.1175, -0.5044, -0.0513)  -0.3872
O (-0.0030, -1.7083, -0.1628)  0.1052
C (1.4088, 0.0866, 0.2729)  -0.0237
C (2.4982, 0.4876, 0.5973)  0.1586
H (-2.0351, -1.2708, -0.3070)  0.0855
H (-1.0961, 1.2288, 0.4356)  0.1319
H (-0.9969, 0.8171, -1.2814)  0.1373
H (3.4722, 0.8211, 0.8881)  0.0420

# 4
Density functional theory data (wB97M-V/def2-TZVPD) for one molecule with the formula C4H4O2.

Output
* charge: 0
* lowest unoccupied orbital energy: 0.2 eV
* orbital gap: 8.42 eV

Last column: Löwdin charge in e.
Positions of all 10 atoms, in Å:
O (1.4938, -1.1910, 1.5365)  0.1652
C (1.3383, -0.4451, 0.6334)  -0.2128
O (0.1064, 0.2324, 0.4931)  -0.1477
C (-1.4513, -0.4465, 0.5462)  0.1284
C (-0.2813, 0.6845, -0.7300)  -0.2948
C (-0.0075, 1.2677, -1.7702)  0.1134
H (2.0307, -0.1434, -0.1649)  0.1652
H (-1.1884, -1.5098, 0.6630)  0.0291
H (-1.7666, -0.0740, 1.5304)  0.0281
H (-0.2741, 1.6254, -2.7375)  0.0257

# 5
Density functional theory data (wB97M-V/def2-TZVPD) for one molecule with the formula C4H4O2.

Output
* charge: 0
* lowest unoccupied orbital energy: 0.7 eV
* orbital gap: 9.30 eV

Last column: Löwdin charge in e.
Positions of all 10 atoms, in Å:
O (-2.5478, -0.1252, -0.0814)  0.1171
C (-1.4579, -0.5786, 0.0836)  -0.3231
O (-0.4895, 0.1858, 0.6385)  -0.1446
C (0.2658, 1.2921, -0.0707)  0.0381
C (1.1270, -0.0729, 0.0126)  -0.1772
C (1.7370, -1.1475, 0.0231)  0.0619
H (-1.1283, -1.6205, -0.1032)  0.1554
H (-0.3233, 1.6540, -0.9520)  0.1242
H (0.2051, 2.1586, 0.6409)  0.1266
H (2.6119, -1.7458, -0.1914)  0.0217

# 6
Density functional theory data (wB97M-V/def2-TZVPD) for a 2-piece molecular cluster, C4H4O2 overall.

Output
* charge: 0
* lowest unoccupied orbital energy: -0.8 eV
* SMILES: C=C=C=O.C=O
* orbital gap: 8.50 eV

Last column: Löwdin charge in e.
Positions of all 10 atoms, in Å:
O (-1.6353, 0.4224, 0.9000)  -0.0307
C (-1.5421, 0.3696, -0.3037)  -0.1620
C (0.8206, -0.5268, -1.2155)  -0.2672
O (0.5043, -0.7206, -2.3305)  0.1439
C (1.3616, -0.3648, -0.0465)  -0.0567
C (1.2201, -0.0521, 1.2301)  0.0598
H (0.2398, 0.2414, 1.6153)  0.0482
H (-1.2110, 1.2360, -0.9077)  0.1010
H (-1.8074, -0.5379, -0.8762)  0.0959
H (2.0494, -0.0672, 1.9346)  0.0679

# 7
Density functional theory data (wB97M-V/def2-TZVPD) for one molecule with the formula C4H4O2.

Output
* charge: 0
* lowest unoccupied orbital energy (alpha / beta): -0.7 / -0.7 eV
* orbital gap (alpha / beta): 8.13 / 7.63 eV

Last column: Löwdin charge in e.
Positions of all 10 atoms, in Å:
C (-0.0751, 0.9587, 0.1755)  -0.0943
C (1.2689, 1.0454, -0.1271)  -0.0944
C (-0.8286, -0.1230, 0.0256)  -0.0572
C (-1.5699, -1.1695, -0.1840)  0.0371
O (2.1175, 0.0441, -0.2330)  -0.0837
O (1.7980, -1.1641, 0.1666)  -0.1315
H (-0.5156, 1.8148, 0.8199)  0.1547
H (1.7087, 1.9413, -0.3396)  0.1018
H (-2.5241, -1.2962, -0.7422)  0.0858
H (-1.3797, -2.0516, 0.4384)  0.0818

# 8
Density functional theory data (wB97M-V/def2-TZVPD) for one molecule with the formula C4H4O2.

Output
* charge: 0
* multiplicity: 3
* lowest unoccupied orbital energy (alpha / beta): 0.9 / -1.6 eV
* orbital gap (alpha / beta): 6.89 / 8.65 eV

Last column: Löwdin charge in e.
Positions of all 10 atoms, in Å:
C (0.8080, 1.1786, -1.0696)  -0.2338
C (-0.5527, 0.7591, -0.9712)  -0.1266
C (0.0814, 0.4086, 0.4218)  -0.2035
C (0.0427, -0.9496, 1.0372)  -0.0012
O (1.9155, 1.2877, -1.5271)  0.0755
O (-1.0520, 1.0698, 0.2644)  0.0894
H (-1.0912, 0.0330, -1.5646)  0.1479
H (-0.2389, -0.8234, 2.0537)  0.0786
H (0.9004, -1.5070, 0.8217)  0.0684
H (-0.8132, -1.4569, 0.5337)  0.1053

# 9
Density functional theory data (wB97M-V/def2-TZVPD) for one molecule with the formula C4H4O2S.

Output
* charge: 0
* lowest unoccupied orbital energy: 0.5 eV
* SMILES: O=C=C[C@@H](S)C=O
* orbital gap: 9.71 eV

Last column: Löwdin charge in e.
Positions of all 11 atoms, in Å:
C (-0.6867, 0.7750, -0.7057)  -0.1453
C (0.6097, 0.0954, -0.5229)  -0.4898
C (-1.6740, 0.7482, 0.1116)  -0.2272
C (0.6257, -1.3763, -0.0703)  -0.4205
O (-2.5806, 0.6589, 0.8565)  0.1815
O (-0.3480, -1.9075, 0.3636)  0.0503
S (1.5636, 0.5672, 1.1056)  0.7481
H (-1.1083, 1.4872, -1.5370)  0.1717
H (1.4468, 0.3062, -1.3240)  0.1431
H (1.5620, -1.9355, -0.2899)  0.1211
H (0.5898, 0.5814, 2.0125)  -0.1331

# 10
Density functional theory data (wB97M-V/def2-TZVPD) for one molecule with the formula C4H4O2S2.

Output
* charge: 0
* lowest unoccupied orbital energy: -1.4 eV
* SMILES: CSC(=S)C(=O)C=O
* orbital gap: 7.72 eV

Last column: Löwdin charge in e.
Positions of all 12 atoms, in Å:
C (-2.5996, 0.2508, 0.1936)  -0.3829
C (0.1156, 0.1017, -0.2298)  -1.0807
C (1.3846, -0.6517, -0.3588)  -0.4945
C (2.7659, -0.0629, 0.2132)  -0.1339
H (-2.4627, 1.0066, 1.0190)  0.0507
H (-2.5405, 0.6684, -0.8745)  0.0472
H (-3.5151, -0.3087, 0.3289)  0.0238
H (3.4649, -1.0997, 0.0302)  0.1780
O (1.5417, -1.6965, -0.9122)  0.1017
O (3.0117, 0.9950, 0.8302)  0.0310
S (-1.1450, -0.8894, 0.3554)  0.9033
S (-0.0214, 1.6865, -0.5952)  0.7565

# 11
Density functional theory data (wB97M-V/def2-TZVPD) for C4H4O2Yb as an isolated structure.

Output
* charge: +1
* multiplicity: 2
* lowest unoccupied orbital energy (alpha / beta): -4.3 / -4.6 eV
* orbital gap (alpha / beta): 6.04 / 7.10 eV

Last column: Löwdin charge in e.
Positions of all 11 atoms, in Å:
O (3.1733, -1.2888, -2.8627)  0.0522
C (2.3431, -1.4642, -3.7671)  -0.3326
C (1.1230, -1.2810, -3.0853)  0.1824
H (2.5465, -1.9584, -4.7302)  0.1296
H (0.8107, -0.2488, -2.8788)  0.0684
C (-0.8937, -2.4646, -3.2050)  0.0115
C (-1.8403, -2.3448, -2.2610)  -0.3198
O (-2.3036, -1.7399, -1.3461)  -0.1660
Yb (-4.1798, -0.9300, 0.2156)  1.0884
H (-0.4553, -3.4506, -3.3850)  0.0981
H (-1.9772, -2.3179, -3.8571)  0.1877

# 12
Density functional theory data (wB97M-V/def2-TZVPD) for one molecule with the formula C4H4O3.

Output
* charge: 0
* lowest unoccupied orbital energy: 0.5 eV
* orbital gap: 10.10 eV

Last column: Löwdin charge in e.
Positions of all 11 atoms, in Å:
O (-0.8398, 0.8449, -1.8177)  0.1337
C (-0.5937, 0.8086, -0.6458)  -0.5265
O (-1.4589, 1.1588, 0.4250)  0.0009
C (-1.5160, -0.2268, 0.5742)  0.0208
C (0.4482, 0.0696, 0.0128)  -0.1670
C (1.8028, -0.4268, -0.1840)  0.0063
O (1.3994, 0.4851, 0.8861)  0.0622
H (-2.3464, -0.6184, -0.0483)  0.1282
H (-1.4386, -0.6654, 1.5549)  0.0993
H (2.4840, -0.0091, -0.9328)  0.1265
H (2.0589, -1.4203, 0.1756)  0.1155

# 13
Density functional theory data (wB97M-V/def2-TZVPD) for one molecule with the formula C4H4O3.

Output
* charge: 0
* lowest unoccupied orbital energy: 0.8 eV
* SMILES: O=C1OC[C@@]12CO2
* orbital gap: 11.25 eV

Last column: Löwdin charge in e.
Positions of all 11 atoms, in Å:
O (-1.5855, -2.1598, -0.2241)  0.1515
C (-0.7608, -1.3113, -0.3652)  -0.3123
O (-0.2996, -0.8627, -1.5850)  0.0381
C (0.7404, -0.0267, -1.0524)  -0.0832
C (0.1569, -0.0953, 0.3193)  -0.2971
C (-0.3170, 0.9813, 1.1994)  -0.0452
O (0.9221, 0.3014, 1.4206)  0.0279
H (0.8015, 0.9757, -1.4673)  0.1341
H (1.7062, -0.5401, -1.1228)  0.1395
H (-1.0545, 0.6941, 1.9446)  0.1211
H (-0.3097, 2.0435, 0.9330)  0.1255

# 14
Density functional theory data (wB97M-V/def2-TZVPD) for a 2-piece molecular cluster, C4H4O3 overall.

Output
* charge: 0
* lowest unoccupied orbital energy: 0.6 eV
* orbital gap: 10.79 eV

Last column: Löwdin charge in e.
Positions of all 11 atoms, in Å:
O (0.1963, 1.4015, -3.0437)  0.0724
C (0.2115, 0.5156, -2.3414)  0.0415
O (0.4987, 1.9331, -0.1005)  0.0283
C (0.8341, 0.8823, 0.3921)  -0.2385
C (-0.1259, -0.1697, 0.8461)  -0.2859
C (-1.0865, -1.1165, 0.2869)  -0.0924
O (0.1456, -1.5510, 0.8677)  -0.0252
H (-0.3908, 0.2483, 1.8221)  0.1523
H (1.8425, 0.7304, 0.8034)  0.1360
H (-1.2224, -1.3457, -0.7653)  0.0988
H (-1.9571, -1.2875, 0.9170)  0.1127

# 15
Density functional theory data (wB97M-V/def2-TZVPD) for one molecule with the formula C4H4O3.

Output
* charge: 0
* lowest unoccupied orbital energy: 0.4 eV
* SMILES: O=CC1(C=O)CO1
* orbital gap: 10.50 eV

Last column: Löwdin charge in e.
Positions of all 11 atoms, in Å:
O (-1.9853, 1.3548, -0.5660)  0.1047
C (-0.9091, 1.2338, -0.0429)  -0.1610
C (-0.0804, -0.0260, -0.1562)  -0.3761
C (-0.2722, -1.1403, 0.7917)  -0.0513
O (-0.7470, -1.2090, -0.5352)  0.0217
C (1.2951, 0.1491, -0.7371)  -0.1639
O (1.9300, 1.1672, -0.6213)  0.0832
H (-0.4456, 2.0429, 0.5495)  0.1391
H (0.5709, -1.7911, 1.0285)  0.1262
H (-1.0276, -1.0396, 1.5708)  0.1306
H (1.6711, -0.7419, -1.2818)  0.1468

# 16
Density functional theory data (wB97M-V/def2-TZVPD) for one molecule with the formula C4H4O3.

Output
* charge: 0
* lowest unoccupied orbital energy: 0.2 eV
* SMILES: O=CC1(C=O)CO1
* orbital gap: 10.27 eV

Last column: Löwdin charge in e.
Positions of all 11 atoms, in Å:
O (-2.0682, 0.9475, 0.5552)  0.0864
C (-0.9693, 1.1379, 0.0947)  -0.1424
C (-0.0138, -0.0040, -0.1628)  -0.3534
C (-0.2613, -1.2188, 0.6398)  -0.0614
O (-0.5745, -1.1881, -0.7274)  0.0259
C (1.3479, 0.3166, -0.6954)  -0.1641
O (1.7779, 1.4429, -0.7622)  0.0765
H (-0.5886, 2.1495, -0.1275)  0.1357
H (0.5598, -1.8628, 0.9502)  0.1277
H (-1.1308, -1.1587, 1.2918)  0.1258
H (1.9210, -0.5620, -1.0563)  0.1432

# 17
Density functional theory data (wB97M-V/def2-TZVPD) for one molecule with the formula C4H4O3.

Output
* charge: 0
* lowest unoccupied orbital energy: -1.0 eV
* SMILES: CC(=O)C(=O)C=O
* orbital gap: 8.80 eV

Last column: Löwdin charge in e.
Positions of all 11 atoms, in Å:
C (0.7386, -1.4237, 0.7351)  0.0042
C (0.3749, 0.0286, 0.6281)  -0.3676
O (0.8937, 0.9314, 1.2420)  0.1294
C (-0.8041, 0.3844, -0.2865)  -0.2680
O (-1.8258, -0.2615, -0.3016)  0.1378
C (-0.6650, 1.6173, -1.1801)  -0.1555
O (0.4081, 2.0092, -1.5576)  0.1042
H (-0.1598, -2.0466, 0.7128)  0.0872
H (1.3126, -1.5958, 1.6472)  0.0921
H (1.3558, -1.6951, -0.1303)  0.1015
H (-1.6290, 2.0518, -1.5090)  0.1347

# 18
Density functional theory data (wB97M-V/def2-TZVPD) for one molecule with the formula C4H4O3S.

Output
* charge: 0
* lowest unoccupied orbital energy: -0.3 eV
* SMILES: O=C1CC=CS1(=O)=O
* orbital gap: 9.38 eV

Last column: Löwdin charge in e.
Positions of all 12 atoms, in Å:
C (-1.1444, -0.5005, -0.0076)  -0.1539
C (-0.1416, -1.3521, -0.1267)  -0.1075
C (0.4535, 1.2818, -0.0039)  -0.3336
C (-0.9518, 0.9036, 0.0401)  -0.1581
O (0.9986, 2.2803, -0.2996)  0.1557
O (2.1545, -0.6713, -1.3809)  -0.3224
O (2.0955, -0.7925, 1.1584)  -0.3461
S (1.4453, -0.4671, -0.1253)  0.7645
H (-2.0528, -0.8969, 0.3592)  0.1146
H (-0.0293, -2.3919, 0.1156)  0.0997
H (-1.6224, 1.3265, -0.7022)  0.1570
H (-1.2049, 1.2802, 0.9729)  0.1302

# 19
Density functional theory data (wB97M-V/def2-TZVPD) for C4H4O5Tl as an isolated structure.

Output
* charge: +1
* lowest unoccupied orbital energy: -6.0 eV
* orbital gap: 8.44 eV

Last column: Löwdin charge in e.
Positions of all 14 atoms, in Å:
O (0.8278, -1.9812, 1.8235)  0.0982
C (-0.4272, -1.7601, 2.2201)  -0.5848
C (1.1246, -1.0869, 0.7220)  -0.1314
O (-0.9098, -2.2353, 3.2189)  0.1971
O (-1.0585, -0.9407, 1.3895)  0.0346
C (-0.2502, -0.7611, 0.1691)  -0.2936
H (1.7728, -1.6054, 0.0070)  0.1494
H (1.6610, -0.2260, 1.1476)  0.1412
H (-0.5536, -1.5975, -0.4862)  0.1301
O (0.5778, 2.5239, -1.7499)  -0.0691
C (-0.5133, 2.9474, -2.2411)  -0.4054
O (-1.5260, 2.1975, -2.1882)  -0.0466
H (-0.2102, 3.4727, -3.1954)  0.2043
Tl (-0.5152, 1.0526, -0.8369)  1.5762

# 20
Density functional theory data (wB97M-V/def2-TZVPD) for one molecule with the formula C4H4OS.

Output
* charge: 0
* multiplicity: 3
* lowest unoccupied orbital energy (alpha / beta): 0.5 / -3.1 eV
* orbital gap (alpha / beta): 7.81 / 7.09 eV

Last column: Löwdin charge in e.
Positions of all 10 atoms, in Å:
C (-0.4604, 0.0904, 3.2287)  -0.5073
C (-0.1817, -0.2117, 1.9942)  -0.1371
C (-0.6890, 0.7267, 0.9977)  -0.5247
C (0.0241, 0.6633, -0.2644)  -0.0191
O (-1.6318, 1.4489, 1.2024)  0.0920
S (-1.0033, 1.0197, 4.5694)  0.6881
H (0.6875, -0.9461, 1.7331)  0.1450
H (1.0055, 0.2294, -0.3379)  0.0884
H (-0.6044, -0.0052, -0.7648)  0.0837
H (-0.2007, 1.4638, -0.9331)  0.0910

Going through the records in order, we get max |F| values of 0.83; 0.84; 0.58; 0.83; 3.59; 0.91; 3.77; 4.60; 4.54; 5.23; 3.82; 1.63; 1.59; 1.10; 0.52; 0.56; 0.62; 3.77; 6.12; 5.18 eV/A.
Going through the records in order, we get energy above the lowest of the compared OMol25 structures with the same formula, charge and spin values of 6.881; 0.532; 1.835; 7.127; 5.352; 2.806; 6.310; 3.404; 2.340; 1.751; 0.366; 4.926; 2.558; 2.714; 2.298; 2.229; 1.262; 3.049; 3.270; 0.715 eV.
Going through the records in order, we get energy values of -305.02658; -305.25991; -305.21204; -305.01755; -305.08279; -305.17635; -305.04758; -305.04105; -703.40598; -1101.59688; -1463.41943; -380.36599; -380.45301; -380.44727; -380.46257; -380.46510; -380.50066; -778.63220; -703.12385; -628.07889 Ha.